The following is a quantum chemistry calculation of a structure of composition C4H4N2O2 in a non-equilibrium geometry, from the Open Molecules 2025 dataset.

Relative energy (zero: lowest compared OMol25 entry of this formula, charge and spin)   149.63 kcal/mol
HOMO-LUMO gap   10.310 eV
Maximum force   5.3 eV Å⁻¹

Structure (XYZ):
```
12
Properties=species:S:1:pos:R:3:forces:R:3
H -1.3791 1.9564 0.9537 0.686 -1.708 -2.611
C -0.8744 1.3031 0.0740 -1.226 5.042 1.117
H -1.0977 -0.6073 -0.7424 -0.153 0.903 -0.400
C 0.8713 -1.4601 0.0098 1.315 1.580 1.531
H -0.8150 -1.5422 1.4034 -0.737 -1.309 0.698
O 0.5854 1.0429 -1.5738 0.694 -0.783 0.984
C 0.8803 0.1111 -0.4104 -0.631 1.205 -0.924
H 1.3453 0.7534 0.4343 -0.013 -1.265 -1.606
N -0.1505 -0.9935 0.9398 2.707 -3.167 2.057
O 1.5025 -2.4348 -0.1664 -0.409 -0.439 -0.177
C -0.5138 -0.0731 0.0333 -2.112 1.346 -2.402
N -0.3542 1.9440 -0.9554 -0.121 -1.406 1.734
```
Forces are in eV/Å.